No. 1
A 4-piece molecular cluster, C8H24O4 overall in a non-equilibrium geometry, computed with ωB97M-V with the def2-TZVPD basis set.

HOMO-LUMO gap: 10.06 eV
LUMO energy: 0.3 eV
ΔE to the lowest compared entry with this formula, charge and spin: 599.6 kJ/mol
SMILES: CCO.CCO.CCO.CCO

```
! RIJCOSX wB97M-V def2-TZVPD def2/J DEFGRID3
* xyz 0 1
C 2.0523 0.4200 -2.9511
C 1.4923 1.7770 -2.5951
O 0.9243 1.8410 -1.2071
H 2.4883 0.4720 -3.7861
H 1.0813 -0.1410 -2.8151
H 2.6813 -0.0220 -2.0761
H 0.7563 1.7620 -3.3691
H 2.1743 2.5520 -2.8291
H 0.3703 2.7290 -1.3591
C -0.1687 -2.7610 -0.0421
C 0.6603 -1.6480 0.0809
O -0.1667 -0.5290 -0.2721
H -1.1857 -2.8140 0.6149
H 0.1943 -3.6880 0.2589
H -0.3587 -3.0480 -1.0581
H 1.5413 -1.8510 -0.7031
H 1.0363 -1.6670 1.1169
H 0.3643 0.3080 -0.6351
C 3.1333 1.1770 3.1369
C 2.2063 1.4530 1.9799
O 2.8583 1.3890 0.6489
H 2.6793 0.9620 4.0509
H 3.7673 1.9700 3.1979
H 3.8083 0.3190 2.8289
H 1.7803 2.4230 2.1299
H 1.4913 0.7620 2.2579
H 2.2423 1.5750 -0.0011
C -3.4787 -0.8920 0.5539
C -4.8987 -0.2820 0.2509
O -5.7017 -1.3060 -0.2881
H -3.5207 -1.6290 1.2659
H -2.8587 -0.1450 1.0129
H -2.8787 -1.0730 -0.2021
H -4.7607 0.5670 -0.0161
H -5.1717 0.0200 1.1399
H -6.6347 -0.9820 -0.3201
*
```

No. 2
C5H6O as an isolated structure, computed with ωB97M-V with the def2-TZVPD basis set.

HOMO-LUMO gap: 9.57 eV
LUMO energy: 0.9 eV
ΔE to the lowest compared entry with this formula, charge and spin: 509.0 kJ/mol

```
! RIJCOSX wB97M-V def2-TZVPD def2/J DEFGRID3
* xyz 0 1
C 1.1060 -0.3752 -0.3727
C 0.3249 0.9290 -0.2362
C -1.0768 0.6669 -0.8172
O -1.1076 -0.7466 -0.9655
C -0.2135 -1.0026 0.1048
C -0.5274 0.3397 0.8448
H 1.9053 -0.4569 0.3680
H 1.4592 -0.6782 -1.3633
H 0.7200 1.9397 -0.2580
H -1.6959 0.7458 0.3119
H -0.2967 -2.0168 0.4971
H -0.5975 0.6552 1.8862
*
```

No. 3
C20H29N3O in the gas phase, computed with ωB97M-V with the def2-TZVPD basis set.

HOMO-LUMO gap: 8.67 eV
LUMO energy: 0.7 eV
ΔE to the lowest compared entry with this formula, charge and spin: 222.8 kJ/mol
SMILES: CC(C)=CCN1CCN(Cc2c[nH]c3ccccc23)C[C@@H]1CCO

```
! RIJCOSX wB97M-V def2-TZVPD def2/J DEFGRID3
* xyz 0 1
C 4.4345 -2.7570 -1.9129
C 3.0818 -2.1631 -2.1734
C 3.0791 -0.9824 -3.1050
C 1.9853 -2.6769 -1.6293
C 0.5762 -2.2065 -1.8253
N -0.0982 -2.1387 -0.5369
C 0.4408 -1.1079 0.3318
C -0.0923 0.2949 0.0270
N -1.5423 0.2805 0.0760
C -2.1116 1.6140 -0.0739
C -1.7573 2.4844 1.0865
C -2.2970 2.4226 2.3382
N -1.7160 3.3566 3.1516
C -0.7808 4.0470 2.4369
C 0.0620 5.0835 2.8171
C 0.9191 5.5912 1.8651
C 0.9405 5.0825 0.5634
C 0.1066 4.0570 0.1805
C -0.7732 3.5212 1.1215
C -2.0491 -0.6428 -0.9196
C -1.5486 -2.0659 -0.6174
C -2.1897 -2.5792 0.6779
C -1.6836 -3.9715 1.0528
O -2.2738 -4.4619 2.2362
H 5.0855 -2.0199 -1.4428
H 4.8986 -3.0576 -2.8519
H 4.3656 -3.6255 -1.2635
H 2.7199 -1.2751 -4.0916
H 4.0843 -0.5834 -3.2151
H 2.4339 -0.1881 -2.7351
H 2.0643 -3.5286 -0.9676
H 0.5541 -1.2548 -2.3758
H 0.0454 -2.9502 -2.4310
H 1.5288 -1.1200 0.2407
H 0.1808 -1.3619 1.3622
H 0.2790 0.9960 0.7767
H 0.2698 0.6317 -0.9634
H -1.7774 2.0932 -1.0118
H -3.1987 1.4971 -0.1214
H -3.0634 1.7698 2.7092
H -1.9462 3.5136 4.1177
H 0.0436 5.4759 3.8235
H 1.5885 6.3977 2.1259
H 1.6286 5.5087 -0.1520
H 0.1325 3.6722 -0.8284
H -3.1413 -0.6300 -0.8887
H -1.7349 -0.3500 -1.9405
H -1.8641 -2.7256 -1.4345
H -1.9802 -1.8746 1.4846
H -3.2723 -2.6180 0.5427
H -1.9499 -4.6915 0.2757
H -0.5899 -3.9497 1.1424
H -2.0977 -3.8333 2.9450
*
```

No. 4
C2H3NS as an isolated structure in a non-equilibrium geometry, computed with ωB97M-V with the def2-TZVPD basis set.

HOMO-LUMO gap (alpha / beta): 9.25 / 7.53 eV
LUMO energy (alpha / beta): 0.4 / -3.5 eV
ΔE to the lowest compared entry with this formula, charge and spin: 202.7 kJ/mol
⟨S²⟩: 2.01

```
! RIJCOSX wB97M-V def2-TZVPD def2/J DEFGRID3
* xyz 0 3
C 1.9648 -0.1881 -0.0617
C -0.9804 0.1290 0.0543
N 2.7494 -0.9646 0.1992
S 0.2608 1.4120 -0.0830
H -0.6946 -0.6748 -0.8007
H -1.9629 0.4727 -0.2839
H -1.3372 -0.1863 0.9759
*
```

No. 5
C39H31ClGeIN4O2STl as an isolated structure, computed with ωB97M-V with the def2-TZVPD basis set.

HOMO-LUMO gap: 5.05 eV
LUMO energy: 3.4 eV
ΔE to the lowest compared entry with this formula, charge and spin: 122.6 kJ/mol

```
! RIJCOSX wB97M-V def2-TZVPD def2/J DEFGRID3
* xyz -2 1
Tl 0.4423 -1.3836 1.2315
N 1.3084 -3.7034 -2.7596
C 0.7831 -3.3663 -1.5343
S 1.8959 -3.0973 -0.2615
N -0.5426 -3.4008 -1.5087
N -1.0816 -2.9134 -0.3714
C -2.2657 -3.2972 -0.0598
C -3.0232 -4.3627 -0.7997
C -3.2006 -4.3326 -2.1839
C -3.9069 -5.3398 -2.8312
C -4.4403 -6.4023 -2.1116
C -4.2605 -6.4490 -0.7362
C -3.5584 -5.4371 -0.0907
C -2.9062 -2.6552 1.1358
C -4.2779 -2.7434 1.3674
C -4.8118 -2.1094 2.4786
C -3.9795 -1.3944 3.3216
C -2.6302 -1.3259 2.9995
N -2.1210 -1.9405 1.9369
H 2.2564 -3.3948 -2.8945
H 0.6851 -3.5475 -3.5358
H -2.7746 -3.5157 -2.7465
H -4.0347 -5.2958 -3.9069
H -4.9820 -7.1921 -2.6202
H -4.6653 -7.2740 -0.1612
H -3.4027 -5.4886 0.9814
H -4.9159 -3.2846 0.6822
H -5.8757 -2.1683 2.6734
H -4.3576 -0.8866 4.1998
H -1.9169 -0.7466 3.5787
C -0.2903 0.5769 1.9163
Ge 0.8298 2.0340 1.3549
C 2.6726 1.9314 1.9960
C 3.1273 0.8014 2.6763
C 4.4031 0.7682 3.2377
C 5.2442 1.8685 3.1258
C 4.8028 3.0040 2.4521
C 3.5282 3.0319 1.9016
C 0.4965 2.9342 -0.3569
C -0.8412 3.1333 -0.7037
C -1.1938 3.6773 -1.9369
C -0.2046 4.0396 -2.8454
C 1.1333 3.8611 -2.5073
C 1.4780 3.3149 -1.2760
C 0.1835 3.4901 2.6020
C 0.0589 3.1866 3.9674
C -0.3482 4.1438 4.8921
C -0.6412 5.4409 4.4752
C -0.5200 5.7664 3.1308
C -0.1131 4.7985 2.2091
H -1.1739 0.5859 1.2526
H 2.4857 -0.0643 2.7970
H 4.7324 -0.1248 3.7582
H 6.2353 1.8485 3.5671
H 5.4559 3.8645 2.3530
H 3.1954 3.9272 1.3836
H -1.6231 2.8567 -0.0005
H -2.2402 3.8045 -2.1942
H -0.4729 4.4528 -3.8112
H 1.9103 4.1286 -3.2135
H 2.5257 3.1537 -1.0380
H 0.2810 2.1752 4.2990
H -0.4412 3.8792 5.9405
H -0.9617 6.1887 5.1930
H -0.7436 6.7738 2.7959
H -0.0249 5.0734 1.1618
Cl 0.8560 -3.0623 3.2282
I 1.7060 -1.1340 -7.5749
C 2.0493 -0.6453 -5.5606
C 0.9988 -0.7188 -4.6584
C 1.2415 -0.3971 -3.3248
C 2.5056 -0.0082 -2.8999
C 3.5368 0.0651 -3.8284
C 3.3240 -0.2560 -5.1666
C 2.7338 0.4111 -1.4397
O 3.8727 0.8139 -1.1433
O 1.6983 0.3119 -0.7271
H 0.0079 -1.0078 -4.9857
H 0.4460 -0.4369 -2.5885
H 4.5096 0.3827 -3.4720
H 4.1284 -0.1960 -5.8873
*
```

No. 6
C27H27F15NO24S2 as an isolated structure in a non-equilibrium geometry, computed with ωB97M-V with the def2-TZVPD basis set.

HOMO-LUMO gap: 7.66 eV
LUMO energy: 1.4 eV

```
! RIJCOSX wB97M-V def2-TZVPD def2/J DEFGRID3
* xyz -1 1
O -2.0190 7.5976 0.8572
C -2.5086 7.4949 -0.1815
F -3.6140 8.1670 -0.4524
C -1.9394 6.6237 -1.2771
S -2.9256 5.0924 -1.3033
O -2.8132 4.5634 -2.6350
O -4.2439 5.4694 -0.8901
N -2.0983 4.1711 -0.2666
S -2.8020 2.7662 0.0959
O -1.9012 1.6634 -0.0842
O -4.0358 2.5069 -0.5931
C -3.2252 2.9289 1.8426
C -2.1060 3.5571 2.6690
O -0.9105 2.8755 2.3569
C 0.1757 3.3817 3.0707
C 1.4753 3.0131 2.4110
F 2.5016 3.4537 3.1515
F 1.5751 1.6939 2.3782
C 1.6987 3.5443 0.9697
F 2.6217 2.7348 0.4066
F 0.6444 3.4797 0.2154
C 2.2821 4.9886 0.8617
F 2.2030 5.3251 -0.4322
F 3.5621 5.0312 1.1577
C 1.5367 6.1072 1.6053
F 1.8147 6.1605 2.9022
F 0.2427 6.0067 1.3702
H -0.8927 6.4233 -1.0960
H -2.0984 7.1264 -2.2265
H -3.4306 1.9390 2.2495
H -4.1220 3.5324 1.9634
H -2.2802 3.4387 3.7490
H -2.0498 4.6245 2.4273
H 0.1785 2.8890 4.0582
H 0.0663 4.4493 3.2704
H 1.8543 7.0547 1.1621
C 2.5894 9.1422 -2.5463
C 2.2957 8.8014 -1.1081
O 0.9582 9.2342 -0.9533
C 0.3697 9.1301 -2.1836
O -0.7966 9.1490 -2.3743
O 1.3084 8.9857 -3.1576
F 3.0881 9.5018 -0.2571
H 2.9263 10.1737 -2.6636
H 3.3216 8.4765 -2.9974
H 2.3639 7.7368 -0.8732
C -0.1096 -1.5102 0.2498
C 0.6780 -0.8156 1.3271
O 1.3380 -1.8968 1.9777
C 1.5085 -2.8652 1.0368
O 2.2469 -3.7904 1.1504
O 0.7328 -2.6348 -0.0502
F -0.1386 -0.2066 2.2116
H -1.0768 -1.8638 0.6080
H -0.2648 -0.8873 -0.6272
H 1.4186 -0.1067 0.9588
C 1.0290 -7.0466 0.4462
C 0.1182 -7.9483 1.2317
O -1.1660 -7.5888 0.7564
C -0.9938 -7.1550 -0.5329
O -1.8720 -7.0288 -1.3172
O 0.3127 -6.9035 -0.7882
F 0.1812 -7.6895 2.5657
H 1.1499 -6.0668 0.9120
H 2.0112 -7.4801 0.2824
H 0.2827 -9.0150 1.0650
C -0.6218 -9.9160 4.9703
C 0.4842 -10.8972 4.6833
O 1.3954 -10.6550 5.7374
C 0.6545 -10.2090 6.7998
O 1.0441 -10.1610 7.9151
O -0.5905 -9.8389 6.3989
F 1.0955 -10.6308 3.5011
H -0.4229 -8.9311 4.5478
H -1.5919 -10.2603 4.6186
H 0.1770 -11.9448 4.7018
C -4.4836 3.5297 -6.2684
C -3.0833 4.0778 -6.2722
O -3.1634 5.1304 -7.2230
C -4.4518 5.5807 -7.1930
O -4.8144 6.6087 -7.6596
O -5.2614 4.6973 -6.5553
F -2.1886 3.1555 -6.7144
H -4.6388 2.7887 -7.0552
H -4.7617 3.0956 -5.3108
H -2.7552 4.4760 -5.3096
C 4.7422 -10.6918 -2.1261
C 3.2394 -10.6160 -2.2161
O 2.9171 -9.6796 -1.2051
C 3.9935 -8.8416 -1.0908
O 3.9697 -7.7962 -0.5381
O 5.0844 -9.3697 -1.7034
F 2.6612 -11.8052 -1.9170
H 5.0731 -11.4113 -1.3754
H 5.2108 -10.9314 -3.0777
H 2.8600 -10.2603 -3.1756
*
```